Density functional theory data (ωB97M-V with the def2-TZVPD basis set) for 7 unconnected molecules or ions with the total composition C25H53N3O7 at a distorted geometry.

ΔE to the lowest compared entry with this formula, charge and spin ... 0.0000 eV
HOMO ... -8.980 eV

Geometry (Å):
C (2.90, 2.87, 2.10)
N (2.24, 2.25, 3.24)
C (3.07, 1.63, 4.22)
C (0.89, 2.22, 3.31)
O (0.28, 1.69, 4.23)
H (3.29, 3.85, 2.38)
H (2.20, 3.15, 1.30)
H (3.61, 2.17, 1.68)
H (3.89, 2.29, 4.53)
H (2.50, 1.32, 5.09)
H (3.55, 0.72, 3.83)
H (0.39, 2.70, 2.46)
C (2.61, -3.83, 1.41)
N (1.21, -3.68, 1.06)
C (0.29, -4.08, 2.10)
C (0.82, -3.58, -0.23)
O (-0.32, -3.84, -0.55)
H (2.80, -3.39, 2.38)
H (3.25, -3.29, 0.70)
H (2.93, -4.88, 1.42)
H (0.05, -5.15, 2.06)
H (0.76, -3.91, 3.07)
H (-0.66, -3.56, 2.05)
H (1.60, -3.26, -0.93)
C (-0.99, -0.26, -2.39)
N (-0.94, 0.36, -1.09)
C (-1.53, -0.35, 0.04)
C (-0.33, 1.55, -0.93)
O (-0.23, 2.15, 0.13)
H (-0.97, 0.53, -3.15)
H (-1.96, -0.72, -2.58)
H (-0.14, -0.92, -2.58)
H (-0.95, -1.27, 0.14)
H (-1.50, 0.29, 0.92)
H (-2.56, -0.64, -0.16)
H (-0.01, 2.00, -1.88)
C (1.16, 1.42, -6.59)
C (2.53, 1.88, -6.11)
C (2.18, 2.42, -4.72)
O (1.19, 1.52, -4.20)
C (0.45, 1.01, -5.30)
H (1.26, 0.55, -7.24)
H (0.63, 2.23, -7.08)
H (2.98, 2.69, -6.67)
H (3.28, 1.11, -5.95)
H (1.77, 3.44, -4.73)
H (3.01, 2.47, -4.02)
H (-0.55, 1.45, -5.29)
H (0.28, -0.07, -5.22)
C (-3.71, 2.12, 2.69)
C (-4.16, 2.60, 4.09)
C (-3.28, 3.81, 4.37)
O (-2.81, 4.26, 3.10)
C (-2.63, 3.09, 2.30)
H (-4.50, 2.00, 1.95)
H (-3.30, 1.11, 2.82)
H (-4.04, 1.84, 4.86)
H (-5.21, 2.89, 4.08)
H (-2.41, 3.58, 4.99)
H (-3.76, 4.65, 4.88)
H (-1.61, 2.71, 2.41)
H (-2.67, 3.41, 1.25)
C (-3.49, -3.61, 0.35)
C (-4.90, -3.82, 0.89)
C (-5.68, -4.15, -0.37)
O (-5.09, -3.33, -1.37)
C (-3.68, -3.28, -1.16)
H (-2.90, -4.53, 0.31)
H (-2.93, -2.87, 0.91)
H (-5.24, -2.86, 1.28)
H (-4.93, -4.61, 1.63)
H (-6.75, -3.93, -0.39)
H (-5.63, -5.23, -0.56)
H (-3.34, -2.29, -1.49)
H (-3.17, -4.00, -1.81)
C (3.15, -0.42, -0.40)
C (2.99, 1.01, -0.88)
C (4.39, 1.36, -1.35)
O (5.25, 0.69, -0.43)
C (4.58, -0.43, 0.14)
H (2.98, -1.14, -1.20)
H (2.43, -0.52, 0.42)
H (2.68, 1.76, -0.16)
H (2.29, 1.07, -1.72)
H (4.56, 2.44, -1.31)
H (4.57, 1.06, -2.38)
H (4.63, -0.38, 1.23)
H (5.07, -1.35, -0.20)

Density functional theory data (ωB97M-V with the def2-TZVPD basis set) for a molecular structure, C5H7N at a distorted geometry.

ΔE to the lowest compared entry with this formula, charge and spin ... 4.8222 eV
HOMO (alpha / beta) ... -8.117 / -8.118 eV

Geometry (Å):
C (0.65, 0.49, -1.16)
C (-0.78, 0.66, -1.17)
C (0.85, -1.21, -0.27)
C (-0.03, 0.01, 0.07)
C (-0.30, 0.51, 1.45)
N (1.37, -0.55, -1.49)
H (-1.18, 1.62, -0.89)
H (-1.37, 0.11, -1.89)
H (1.60, -1.45, 0.48)
H (0.30, -2.10, -0.58)
H (-1.19, 0.03, 1.88)
H (-0.47, 1.58, 1.46)
H (0.54, 0.29, 2.11)

Density functional theory data (ωB97M-V with the def2-TZVPD basis set) for C5H14N2O3 in the gas phase at a distorted geometry.

ΔE to the lowest compared entry with this formula, charge and spin ... 1.7176 eV
HOMO ... -8.591 eV

Geometry (Å):
C (-1.10, -2.42, -2.06)
C (-1.50, -1.37, -1.04)
C (-0.17, -0.37, -0.67)
O (-0.16, 0.70, -1.56)
C (-0.48, 0.07, 0.71)
O (-1.48, 1.01, 0.78)
C (1.10, 0.87, 1.16)
N (1.11, 1.34, 2.54)
N (1.34, 1.99, 0.26)
O (2.11, -0.07, 1.01)
H (-1.97, -2.94, -2.46)
H (-0.57, -1.94, -2.89)
H (-0.44, -3.17, -1.62)
H (-2.22, -0.68, -1.46)
H (-1.96, -1.84, -0.17)
H (0.74, -0.98, -0.72)
H (0.59, 1.28, -1.29)
H (-0.62, -0.74, 1.42)
H (-1.52, 1.42, -0.10)
H (0.28, 1.90, 2.72)
H (1.08, 0.54, 3.17)
H (2.25, 2.41, 0.45)
H (0.63, 2.71, 0.43)
H (2.93, 0.30, 1.38)

Density functional theory data (ωB97M-V with the def2-TZVPD basis set) for a molecular structure, C27H42F3N8O2PmS.

HOMO (alpha / beta) ... -7.445 / -7.445 eV
2S+1 ... 5

Geometry (Å):
Pm (0.20, -0.11, 0.64)
N (-1.17, -1.12, 2.79)
C (-2.56, -0.76, 3.11)
C (-2.93, 0.54, 2.43)
N (-2.66, 0.52, 0.98)
C (-2.85, 1.87, 0.43)
C (-2.17, 2.03, -0.92)
N (-0.73, 1.89, -0.80)
C (-3.52, -0.45, 0.29)
C (-2.86, -1.79, 0.01)
N (-1.55, -1.58, -0.60)
H (-0.96, -2.08, 3.03)
H (-0.51, -0.55, 3.32)
H (-2.73, -0.66, 4.19)
H (-3.20, -1.58, 2.77)
H (-2.33, 1.35, 2.85)
H (-3.99, 0.77, 2.62)
H (-2.41, 2.58, 1.14)
H (-3.92, 2.12, 0.35)
H (-2.46, 3.00, -1.36)
H (-2.51, 1.27, -1.63)
H (-0.32, 2.71, -0.35)
H (-0.31, 1.74, -1.72)
H (-3.81, -0.02, -0.67)
H (-4.45, -0.60, 0.85)
H (-3.53, -2.38, -0.64)
H (-2.71, -2.37, 0.92)
H (-1.06, -2.46, -0.76)
H (-1.64, -1.14, -1.52)
C (3.81, -1.83, -1.86)
C (2.84, -0.86, -1.25)
N (1.59, -0.82, -1.54)
N (1.13, -1.83, -2.34)
C (0.12, -1.53, -3.13)
N (-0.46, -2.63, -3.73)
S (-0.57, -0.01, -3.51)
C (3.38, 0.17, -0.32)
C (4.75, 0.25, -0.07)
C (5.23, 1.27, 0.73)
C (4.34, 2.18, 1.27)
C (2.98, 2.01, 1.01)
N (2.51, 1.04, 0.23)
H (4.44, -1.33, -2.59)
H (4.47, -2.26, -1.11)
H (3.27, -2.63, -2.37)
H (0.10, -3.47, -3.70)
H (-1.00, -2.45, -4.56)
H (5.42, -0.46, -0.51)
H (6.29, 1.36, 0.92)
H (4.66, 2.99, 1.90)
H (2.23, 2.66, 1.45)
C (2.83, -0.75, 3.07)
O (1.62, -0.73, 2.38)
H (3.69, -0.77, 2.39)
H (2.90, -1.64, 3.72)
H (2.93, 0.13, 3.71)
H (1.35, -1.96, 1.67)
C (0.20, -4.53, -0.13)
C (1.10, -3.90, 0.91)
C (2.57, -4.17, 0.62)
O (0.88, -2.49, 0.91)
H (0.38, -5.60, -0.22)
H (0.38, -4.07, -1.11)
H (-0.85, -4.41, 0.13)
H (0.85, -4.30, 1.90)
H (2.81, -3.86, -0.40)
H (2.80, -5.24, 0.71)
H (3.21, -3.63, 1.31)
F (0.53, 7.07, 7.64)
C (-0.20, 7.26, 6.53)
F (-1.46, 7.51, 6.94)
F (0.25, 8.40, 5.96)
C (-0.14, 6.09, 5.59)
C (0.61, 4.96, 5.88)
C (0.65, 3.91, 4.99)
C (-0.06, 3.96, 3.79)
C (-0.81, 5.11, 3.50)
C (-0.85, 6.17, 4.39)
C (-0.02, 2.86, 2.88)
C (0.00, 1.91, 2.11)
H (1.16, 4.91, 6.81)
H (1.22, 3.02, 5.22)
H (-1.36, 5.16, 2.57)
H (-1.43, 7.05, 4.16)